(1)
Entry from the Open Molecules 2025 dataset: a cluster of 2 separate species, C2H8IN2 in total (ωB97M-V/def2-TZVPD).

CARTESIAN COORDINATES (ANGSTROEM)
C -0.717 1.296 -0.039
C -0.672 -0.291 0.000
N -1.149 -0.923 1.040
N -0.135 -0.969 -1.002
I 2.978 0.020 -0.048
H -1.539 1.806 -0.452
H -0.028 1.604 -0.726
H -0.567 1.764 0.889
H -1.434 -1.879 0.931
H -1.378 -0.427 1.868
H -0.029 -0.574 -1.878
H 4.514 0.420 0.156
H 0.157 -1.847 -0.740

Computed properties:
Kohn-Sham gap: 9.5 eV
E_HOMO: -13.40 eV
Charge: +1
DFT total energy: -487.95578 hartree
Energy relative to the best compared isomer or geometry (same formula, charge and spin): 18.7 kJ/mol


(2)
Entry from the Open Molecules 2025 dataset: a structure of composition C2H8InO (ωB97M-V/def2-TZVPD).

CARTESIAN COORDINATES (ANGSTROEM)
C 1.823 -0.079 0.544
C 0.775 0.189 -0.531
O -0.216 -0.794 -0.489
In -2.163 -0.128 -0.092
H 2.316 -1.009 0.296
H 2.571 0.709 0.603
H 1.315 -0.208 1.492
H 1.297 0.121 -1.494
H 0.384 1.203 -0.416
H -3.220 -0.775 -1.390
H -2.656 -0.875 1.469
H -2.226 1.647 0.010

Computed properties:
Kohn-Sham gap: 8.0 eV
E_HOMO: -4.26 eV
Charge: -1
DFT total energy: -346.33273 hartree
Energy relative to the best compared isomer or geometry (same formula, charge and spin): 8.4 kJ/mol


(3)
Entry from the Open Molecules 2025 dataset: a structure of composition C2H8N2 (ωB97M-V/def2-TZVPD).

CARTESIAN COORDINATES (ANGSTROEM)
N -1.807 0.484 -0.647
C -0.483 -0.555 -0.184
C 0.480 0.581 0.133
N 1.777 0.266 0.785
H -2.623 -0.052 -0.338
H -1.022 -0.205 -1.310
H 0.045 -1.279 -0.853
H -0.812 -1.054 0.657
H 0.665 0.937 -0.903
H 0.028 1.512 0.747
H 1.540 -0.152 1.647
H 2.212 -0.482 0.265

Computed properties:
Kohn-Sham gap: 10.1 eV
E_HOMO: -9.18 eV
DFT total energy: -190.34793 hartree
Energy relative to the best compared isomer or geometry (same formula, charge and spin): 396.3 kJ/mol